Entry 1:
39
Properties=species:S:1:pos:R:3:forces:R:3 method="wB97M-V/def2-TZVPD" charge=0 orbital_gap_ev="6.9 / 6.2" homo_ev="-6.8 / -6.2" spin_multiplicity=5
H -17.117 20.671 1.255 0.0046 -0.2612 -0.1384
H -20.664 16.216 5.679 -0.1693 0.0068 -0.1832
H -24.144 23.324 4.909 0.0673 0.0887 -0.1551
H -24.207 18.480 3.247 0.0482 0.0556 -0.0347
C -20.971 17.210 6.092 0.5016 0.4265 1.0915
H -22.731 18.056 6.963 -0.0413 -0.0321 0.1202
H -23.071 21.047 1.877 0.1412 0.0808 0.0379
O -19.952 20.335 2.966 -0.4139 0.4139 0.8107
C -22.420 17.073 6.603 0.3132 0.3444 -0.6558
H -18.166 16.551 0.969 -0.0144 -0.0124 0.0413
N -19.333 16.045 3.144 -0.1653 0.0610 -0.3386
N -23.409 22.701 4.631 -0.5005 -0.4962 0.2025
H -24.255 20.171 6.423 0.1262 -0.0778 -0.0750
H -19.584 20.072 0.994 0.3195 0.0869 0.0121
H -23.691 17.196 3.916 0.1678 -0.0452 0.1369
H -25.058 21.667 6.298 0.0963 0.0736 -0.0547
H -19.350 17.582 0.329 -0.0802 0.1505 0.1334
H -20.351 17.307 7.012 -0.0302 -0.2436 -0.0744
H -23.050 16.822 5.750 -0.3020 -0.1726 0.1279
O -20.720 17.658 2.379 -0.5392 -0.2835 -0.6620
C -19.792 16.891 2.186 0.8077 0.1527 0.2961
H -18.621 15.366 2.948 0.0258 0.0323 0.0756
H -17.620 19.101 1.969 -0.0490 0.0061 -0.1005
O -23.405 17.999 3.475 -0.3054 0.0974 -0.2090
H -22.609 19.917 0.944 0.1754 -0.0848 0.0175
N -19.125 16.852 0.982 -0.1189 -0.3432 -0.0047
C -17.725 20.186 2.028 0.6593 0.2968 0.2126
H -19.680 16.165 4.081 -0.0305 0.1339 0.0449
O -20.715 18.293 5.309 -0.7700 -0.1805 -0.8362
O -22.655 20.181 1.867 -0.5598 -0.0900 -0.1403
C -23.387 21.403 5.074 0.0084 0.4582 0.4958
N -24.422 21.005 5.887 -0.1073 0.1923 -0.1521
C -19.171 20.621 1.893 -1.0866 -0.8794 -1.0387
H -22.531 16.329 7.391 -0.0059 -0.0874 -0.0106
H -19.233 21.668 1.528 0.1776 0.1576 0.5273
H -22.745 22.980 3.934 0.1939 0.0237 0.0912
H -17.273 20.478 2.982 -0.3308 0.1071 0.0245
O -22.482 20.642 4.800 -0.0983 0.0157 -0.2004
Fe -21.455 19.233 3.613 1.8845 -0.1729 0.5646



Entry 2:
67
Properties=species:S:1:pos:R:3:forces:R:3 method="wB97M-V/def2-TZVPD" charge=+1 orbital_gap_ev=6.1 homo_ev=-9.4
N 1.792 1.200 -1.305 -0.2732 3.2487 1.6731
H 5.687 -1.320 -0.991 -0.4506 -0.6230 -0.4149
N 0.351 3.219 -0.844 0.9577 -1.7330 0.0289
C 2.226 -0.649 -3.351 0.5208 0.2703 -0.2640
C 3.700 -0.962 -2.888 0.0686 -0.5268 -0.0346
H -5.382 0.284 1.735 1.2310 1.4057 -0.8099
H 3.567 -3.125 -2.476 0.0604 0.6028 0.7244
H -5.319 2.026 -1.506 -0.3963 -0.6786 0.6580
H 4.304 -3.901 0.051 0.5908 0.7714 0.0593
H 2.052 2.888 -2.704 -0.0575 -0.9181 0.2266
H 4.295 -1.153 -3.825 -0.3482 0.1487 1.0053
C 3.800 -2.197 -1.899 0.5849 0.9962 -0.4150
Cl -3.146 -2.429 3.938 -0.0825 -0.1667 0.1157
H 2.025 -1.267 -4.262 0.0293 0.5051 0.7572
C -0.844 2.718 1.970 -0.3211 -0.5192 1.0450
H -2.966 -0.881 0.001 -0.2177 0.1255 1.0293
C -6.111 1.399 -1.022 -1.5493 -0.7310 0.7088
C 2.363 1.835 -2.533 1.0546 -1.2451 -1.5762
C 6.359 -3.625 0.783 -0.6345 -0.1709 0.7292
C 2.002 0.876 -3.750 -0.6903 -0.4277 1.2889
C 1.170 2.110 -0.418 0.5541 -0.9105 -0.3768
H 0.944 3.947 -1.254 -0.2495 -0.1655 0.1774
H 4.214 -0.105 -2.375 -0.6019 -0.5185 -0.4419
H -6.861 1.167 -1.827 0.6901 0.1424 0.7709
H -0.086 -0.183 1.642 -0.4677 0.1044 0.8565
H 6.882 -4.329 0.090 -0.3613 0.8054 0.4110
C 5.213 -2.312 -1.201 -0.5355 -0.6893 0.7738
H 2.567 0.784 -0.778 -0.5197 -0.5080 -0.4757
H 1.900 1.077 1.146 -0.2834 0.2788 -0.1711
H 6.082 -4.237 1.688 0.3299 0.5597 -0.8171
H 4.571 -2.357 0.954 0.2986 -0.5400 -0.8399
C 5.022 -3.045 0.182 0.6238 -0.3331 0.0610
H 5.936 -2.923 -1.796 -0.6130 0.6049 0.2406
C -3.263 -0.316 0.924 -1.6290 -0.5257 -0.2707
C -4.794 0.046 0.807 -0.4808 -0.0524 -1.0519
H -6.526 -1.807 -0.607 0.9520 0.2972 -0.4851
N 1.322 1.871 0.866 -0.3154 0.4055 -0.0859
H -2.292 1.457 3.049 0.7805 -0.0931 -0.9615
H 1.072 3.734 1.800 -0.2743 -1.0144 0.1417
H -0.257 2.843 -1.581 0.1687 0.4227 0.1523
H -3.232 1.876 0.900 0.7680 -0.6691 -0.0827
C -4.437 -1.378 4.533 -0.0909 -0.1010 0.1784
H -6.331 -1.010 -2.189 0.9014 -0.2254 0.7209
H -6.660 2.024 -0.266 0.6788 -0.3610 -0.5106
H 3.480 1.847 -2.391 -1.0797 0.1342 -0.1842
C -5.789 -1.237 -1.231 0.6234 1.3027 -0.0499
C 0.723 2.675 1.958 -0.7416 1.9507 0.1863
C -5.506 0.089 -0.405 0.1637 -0.2534 -0.2702
H -3.154 -0.921 1.858 0.5694 0.5620 -0.9600
C -2.463 1.052 0.915 -0.3473 -0.0014 0.6699
H -1.178 -0.785 2.918 0.4633 1.0496 -0.0317
H 1.480 -0.976 -2.576 0.7052 0.4490 -0.6500
H 0.886 0.977 -3.869 1.0866 0.0812 -0.4168
H -4.837 -1.795 -1.400 -0.9428 0.0158 0.0514
H -1.129 3.371 2.843 0.5068 -0.4702 -0.8404
C -1.569 1.323 2.193 -0.4857 -0.0616 0.1116
Cl -5.084 -1.989 6.057 0.0512 0.0772 -0.1869
H -5.237 -1.370 3.800 0.0983 -0.0126 0.0498
H -1.880 1.163 -0.047 -0.3382 -0.2598 0.9320
H 2.559 1.130 -4.680 -0.5031 -0.0080 0.7238
H 3.043 -2.043 -1.081 0.4714 -0.2894 -0.7793
H 0.189 0.411 3.307 -1.0584 -0.3072 -0.3153
H 7.049 -2.824 1.165 -0.5375 -0.7075 -0.6652
C -0.627 0.130 2.587 0.5349 0.0397 -1.3132
H -1.299 3.197 1.073 0.7835 -0.2735 0.6024
H 1.133 2.392 2.961 -0.2864 -0.2366 -1.2155
Cl -3.842 0.275 4.718 -0.1371 -0.0290 0.1027



Entry 3:
60
Properties=species:S:1:pos:R:3:forces:R:3 method="wB97M-V/def2-TZVPD" charge=+1 orbital_gap_ev=9.3 homo_ev=-11.5 smiles="COc1cc(C(C)=O)ccc1OCCC[N@H+]1CC[C@@H](Cc2ccccc2)CC1" relative_energy_kcal_mol=0.0
C -5.486 -1.845 -0.924 -0.2594 0.1184 0.1841
H 1.240 3.808 -0.811 0.0711 0.0466 -0.0247
C -4.530 -1.216 0.048 -0.1033 -0.1514 -0.2217
H 4.003 1.233 1.170 0.0028 -0.1321 -0.0348
C 2.946 1.508 -1.451 -0.2536 -0.0767 0.0822
H -3.507 1.160 -1.458 -0.0670 -0.0533 -0.0633
C 1.613 1.671 -0.722 0.2394 0.4082 -0.0935
C 1.673 -2.967 0.061 0.2473 -0.5539 0.1432
H 2.835 0.360 2.169 0.0936 -0.1085 -0.1089
H -5.302 -2.914 -1.002 0.0299 -0.0939 -0.0703
H 4.789 -1.484 0.549 -0.0997 0.1417 0.0382
H 2.045 -0.648 0.032 0.3676 0.1947 0.0772
H 3.488 -1.701 1.733 -0.0038 0.1356 -0.0707
C -2.551 -2.029 -1.333 -0.2305 0.0918 0.2195
C -0.415 -0.255 2.860 -0.1143 0.1498 0.2767
H 0.778 2.920 -2.267 0.0322 0.0475 -0.0358
C -3.189 2.299 0.324 -0.0814 0.0198 0.0467
H 2.233 2.756 1.036 0.0396 0.0353 -0.0038
N 3.038 -0.350 0.200 -0.4955 -0.1375 0.0381
H -0.758 -2.620 -2.356 0.0743 -0.0421 -0.0992
H -0.970 0.669 2.677 0.0118 -0.0089 -0.0149
C 3.019 0.759 1.172 -0.1422 0.5566 0.5723
H 1.003 1.538 1.338 0.0279 0.0070 0.0750
C -3.069 -1.452 -0.181 0.4810 -0.0136 0.1313
O 1.050 -1.878 -0.628 -0.3812 0.1644 -0.1085
H 1.378 -2.958 1.117 -0.0112 0.0173 -0.0848
C 1.913 1.746 0.780 -0.1155 -0.1835 -0.1077
H -2.585 3.518 1.976 -0.0419 0.0547 0.0809
C 3.707 -1.583 0.669 0.3195 -0.7030 0.1430
C -2.806 1.749 -0.887 -0.0295 0.0065 -0.0369
H -2.656 -0.584 1.704 -0.0151 0.0749 0.0848
C 0.791 2.885 -1.177 -0.1086 -0.3417 0.0413
O 0.081 -0.802 1.652 0.1100 -0.2528 -0.5187
H -6.505 -1.674 -0.588 0.0122 0.0100 0.0012
H -4.181 2.121 0.709 -0.1056 -0.0082 0.0414
H 3.619 2.314 -1.155 0.0686 0.0290 -0.0061
C -1.182 -2.183 -1.465 0.3759 0.0633 0.1108
C -1.015 3.295 0.542 0.0371 -0.0006 -0.0396
H 3.668 -3.697 0.328 0.0419 0.0136 -0.0029
H 3.263 -0.595 -1.864 0.0172 -0.0367 0.1305
C -1.527 1.957 -1.372 -0.0225 0.0147 -0.0047
C 3.546 0.136 -1.106 0.2554 0.3061 -0.7226
H 0.991 0.793 -0.938 -0.0050 -0.0406 0.0354
H -3.195 -2.352 -2.134 -0.1034 -0.0459 -0.0850
C -2.290 3.075 1.036 -0.0634 -0.0132 0.0999
H 4.636 0.190 -1.059 -0.0705 -0.1434 0.1134
H -1.235 1.521 -2.317 0.0403 -0.0438 -0.1371
H -5.361 -1.400 -1.910 0.0281 -0.0079 -0.1381
H -0.326 3.917 1.096 0.0870 0.0888 0.0580
C -0.331 -1.771 -0.457 -0.0783 0.0150 0.0594
C -0.839 -1.188 0.714 0.0969 -0.0655 -0.1254
C 3.187 -2.810 -0.081 -0.4082 0.2621 0.0073
O -4.898 -0.543 0.981 -0.0304 0.0377 0.0543
C -0.618 2.734 -0.664 0.0582 0.1440 -0.0399
H 3.440 -2.753 -1.140 0.0578 -0.0832 -0.0335
C -2.208 -1.036 0.833 0.1162 -0.0375 0.0939
H 1.347 -3.913 -0.384 -0.0069 0.1246 0.0420
H 0.459 -0.043 3.473 -0.0666 0.0107 -0.0030
H -1.056 -0.968 3.383 0.0146 0.0086 -0.0218
H 2.808 1.577 -2.529 0.0596 -0.0195 -0.0244



Entry 4:
59
Properties=species:S:1:pos:R:3:forces:R:3 method="wB97M-V/def2-TZVPD" charge=0 orbital_gap_ev=9.1 homo_ev=-8.4 smiles="Cn1cccc1Cc1nnc(SCC(=O)NC2CCCC2)n1CCc1ccccc1" relative_energy_kcal_mol=8.4
H 0.015 -2.225 -0.875 -0.0874 0.0021 0.1026
H 3.273 1.930 -3.083 0.0284 0.0053 0.0573
C 0.773 -0.063 -2.433 0.1979 -0.0552 0.0906
H -4.336 3.435 1.732 0.1147 0.0264 -0.1258
H 2.512 1.885 -1.485 0.1224 -0.0128 -0.0307
H 2.640 -4.162 -0.511 0.0794 0.0765 -0.0754
C 1.947 -5.942 0.456 0.0173 -0.0888 -0.0408
C 2.497 -2.005 -2.462 -0.1692 0.1574 -0.1192
C 1.278 -3.716 1.075 0.0702 0.1022 0.0309
C -2.436 2.277 2.872 0.4763 0.0556 0.0141
C 3.894 -2.067 -2.308 0.1898 -0.0289 0.0321
C 2.134 -0.683 -2.371 -0.3522 -0.2835 -0.2027
C 1.147 -6.468 1.455 0.0077 -0.0967 -0.0007
H -2.248 5.246 0.942 -0.0232 0.0424 0.0547
C 3.332 1.488 -2.085 -0.0289 0.5571 -0.0855
C -0.278 0.556 0.957 0.0951 0.0903 -0.0636
H -1.903 3.168 -1.216 0.0689 -0.0385 -0.0404
H 5.323 -0.407 -1.976 0.1581 0.1240 0.0233
H 0.762 0.786 -3.119 -0.1420 -0.0495 0.0288
H 4.502 -2.950 -2.330 0.1702 -0.1253 0.0035
S -0.791 0.067 2.541 -0.1323 -0.1804 0.3371
C -3.504 3.490 1.027 -0.2975 -0.1144 0.2432
H -2.433 5.537 -1.400 -0.0339 0.0869 -0.0627
H 2.525 -6.600 -0.178 0.0491 -0.0564 -0.0471
H 1.098 -7.537 1.603 -0.0024 -0.0822 0.0153
N 0.021 -0.345 -0.026 -0.1675 0.8964 0.0922
C 0.051 -1.774 0.118 0.2715 -0.4823 0.1852
H 1.361 -1.715 1.820 0.0533 0.0336 -0.0356
C -3.782 2.693 -0.258 0.0745 -0.0099 0.0077
H -4.843 2.749 -0.502 -0.0780 -0.0004 -0.0423
H -0.835 -2.079 0.685 0.0173 -0.0329 -0.1702
C 1.317 -2.230 0.858 -0.1345 -0.0577 -0.0921
C 0.478 -4.251 2.077 0.0281 -0.0274 -0.0467
H -3.967 5.625 0.924 0.0321 0.0613 0.0605
C -3.216 4.930 0.554 -0.0801 0.0987 -0.0468
C -3.198 4.886 -0.981 0.0659 0.0270 -0.0688
N -2.352 2.951 1.717 0.0374 0.2635 -0.2572
C 4.331 -0.783 -2.128 0.3646 -0.2409 0.0692
H -3.275 3.167 -2.333 0.0824 -0.0404 -0.0717
N 3.262 0.054 -2.160 -0.0838 -0.2127 0.0884
H -1.485 2.895 1.184 -0.0588 -0.0604 0.2762
H -3.510 1.644 -0.144 -0.0811 -0.0623 0.0541
C 2.011 -4.572 0.266 -0.0081 -0.0030 -0.0006
H 2.194 -1.956 0.268 -0.0218 0.0634 0.0314
O -3.443 2.146 3.537 -0.3315 -0.1695 0.3254
H -0.256 2.331 3.066 0.0074 0.0351 0.0871
H -1.128 1.479 4.386 -0.0145 0.0459 -0.0931
H -0.090 -3.589 2.715 -0.0697 0.0833 0.0979
H 4.280 1.776 -1.633 -0.0421 -0.0264 -0.0117
N -0.134 1.779 0.514 -0.0121 -0.2170 0.7720
H -4.166 5.199 -1.375 -0.0180 0.0387 -0.0561
H -0.210 -6.025 3.050 -0.0469 -0.0349 0.0670
H 1.835 -2.833 -2.634 -0.1957 -0.1220 -0.0323
C -2.961 3.416 -1.320 -0.1684 0.0366 -0.0499
H 0.060 -0.811 -2.788 0.0588 0.0623 -0.1017
C 0.413 -5.619 2.267 -0.0781 -0.0403 0.0690
C 0.353 0.441 -1.098 -0.2004 0.1244 0.0180
N 0.258 1.698 -0.772 0.2807 0.0282 -1.0341
C -1.096 1.686 3.317 -0.0596 -0.1715 -0.2292